Entry 1:
C32H38N3PdS as an isolated structure, computed with wB97M-V/def2-TZVPD.

Positions of all 75 atoms, in Å:
1 Pd 0.649 -0.526 -0.501
2 C 1.352 -3.761 0.467
3 C 2.031 -2.458 0.165
4 C 2.318 -2.078 -1.167
5 C 3.024 -0.900 -1.454
6 C 3.313 -0.496 -2.869
7 C 3.551 -0.154 -0.379
8 C 3.330 -0.520 0.946
9 C 3.951 0.232 2.083
10 C 2.516 -1.637 1.197
11 H 2.102 -4.521 0.698
12 H 0.773 -4.113 -0.387
13 H 0.694 -3.679 1.332
14 H 2.041 -2.730 -1.985
15 H 4.352 -0.721 -3.114
16 H 3.170 0.576 -3.008
17 H 2.678 -1.029 -3.575
18 H 4.157 0.718 -0.601
19 H 4.825 -0.310 2.452
20 H 3.261 0.330 2.922
21 H 4.287 1.221 1.778
22 H 2.314 -1.921 2.224
23 C -2.675 2.607 -3.176
24 C -1.374 3.117 -2.539
25 C -1.660 4.134 -1.424
26 C -0.432 3.706 -3.600
27 C -0.702 1.970 -1.923
28 N -0.175 1.076 -1.433
29 H -3.178 3.453 -3.643
30 H -3.347 2.183 -2.430
31 H -2.477 1.864 -3.948
32 H -2.159 4.994 -1.868
33 H -0.739 4.482 -0.955
34 H -2.318 3.718 -0.660
35 H -0.932 4.556 -4.063
36 H -0.203 2.980 -4.379
37 H 0.500 4.059 -3.158
38 C -3.556 -3.226 -1.532
39 N -2.464 -3.942 -2.188
40 C -2.506 -5.258 -2.529
41 C -1.346 -5.550 -3.194
42 N -0.631 -4.398 -3.234
43 C -1.304 -3.385 -2.622
44 S -0.818 -1.773 -2.551
45 H -3.887 -3.802 -0.672
46 H -4.376 -3.104 -2.237
47 H -3.191 -2.251 -1.224
48 H -3.346 -5.890 -2.295
49 H -1.006 -6.472 -3.632
50 H 0.249 -4.263 -3.710
51 C -0.463 4.938 3.655
52 C 0.757 4.976 2.976
53 C 1.140 3.900 2.213
54 C 0.327 2.737 2.150
55 C -0.925 2.735 2.820
56 C -1.305 3.823 3.566
57 C 0.822 1.637 1.395
58 C 0.266 0.383 1.294
59 C -0.378 -0.441 2.242
60 C -1.323 -1.420 1.855
61 C -1.920 -2.213 2.807
62 C -1.571 -2.070 4.152
63 C -0.627 -1.126 4.556
64 C -0.035 -0.314 3.616
65 H -0.770 5.790 4.247
66 H 1.392 5.847 3.050
67 H 2.083 3.917 1.680
68 H -1.590 1.889 2.727
69 H -2.258 3.828 4.077
70 H 1.697 1.844 0.784
71 H -1.589 -1.508 0.806
72 H -2.664 -2.945 2.526
73 H -2.041 -2.703 4.893
74 H -0.366 -1.035 5.601
75 H 0.705 0.420 3.909

Values from the calculation:
Orbital gap (alpha / beta)   0.1468 / 0.1165 Eh
Molecular weight   603.16 u
Net charge   +3
2S+1   1
Highest occupied orbital energy (alpha / beta)   -15.783 / -15.249 eV

Atom charges from the Löwdin analysis, given in e for atoms 1 to 6:
1. Pd 0.8268
2. C -0.0100
3. C -0.3018
4. C -0.1069
5. C -0.2781
6. C -0.0167

=====

Entry 2:
A 9-piece molecular cluster, C38H91N5O16S4 overall, computed with wB97M-V/def2-TZVPD.

Positions of all 154 atoms, in Å:
1 O 5.375 -2.669 -3.930
2 S 4.001 -2.941 -3.445
3 O 3.456 -2.030 -2.421
4 O 2.851 -3.311 -4.560
5 C 1.860 -4.174 -4.053
6 C 2.436 -4.804 -2.773
7 O 3.789 -4.423 -2.845
8 H 0.983 -3.578 -3.801
9 H 1.719 -4.867 -4.882
10 H 2.456 -5.894 -2.761
11 H 2.061 -4.318 -1.872
12 O -1.379 3.952 1.390
13 S -0.166 3.959 2.217
14 O 1.135 3.844 1.570
15 O -0.222 5.051 3.453
16 C -0.057 4.498 4.692
17 C 0.490 3.075 4.558
18 O -0.097 2.692 3.339
19 H 0.683 5.087 5.234
20 H -0.967 4.645 5.274
21 H 0.223 2.412 5.381
22 H 1.579 3.089 4.525
23 O -3.116 -2.816 5.105
24 S -3.079 -3.850 4.036
25 O -4.218 -4.765 3.864
26 O -2.729 -3.142 2.588
27 C -1.316 -3.221 2.270
28 C -0.659 -4.011 3.358
29 O -1.680 -4.665 4.074
30 H -1.185 -3.663 1.282
31 H -0.830 -2.251 2.167
32 H -0.035 -3.448 4.053
33 H -0.041 -4.817 2.964
34 O -0.275 -0.755 -1.999
35 S -0.220 -1.418 -0.727
36 O 0.574 -2.635 -0.664
37 O -0.037 -0.335 0.561
38 C -1.310 0.224 1.033
39 C -2.335 -0.399 0.079
40 O -1.749 -1.658 -0.234
41 H -1.443 -0.030 2.084
42 H -1.240 1.312 1.000
43 H -2.547 0.095 -0.870
44 H -3.192 -0.627 0.714
45 C -1.418 6.067 -5.194
46 C -0.566 5.444 -4.038
47 N -1.299 4.415 -3.262
48 C -0.321 3.778 -2.387
49 C -0.886 2.478 -1.819
50 C -2.526 4.844 -2.590
51 C -2.298 5.991 -1.552
52 H -2.301 6.537 -4.761
53 H -1.706 5.337 -5.950
54 H -0.926 6.945 -5.614
55 H 0.300 5.036 -4.559
56 H -0.160 6.262 -3.443
57 H 0.469 3.405 -3.038
58 H 0.043 4.469 -1.626
59 H -1.273 1.830 -2.606
60 H -0.155 1.929 -1.225
61 H -1.754 2.694 -1.197
62 H -3.039 4.008 -2.116
63 H -3.282 5.004 -3.359
64 H -1.540 5.704 -0.823
65 H -3.156 6.310 -0.960
66 H -2.019 6.933 -2.025
67 C 2.466 -1.763 2.054
68 C 3.310 -2.959 2.426
69 N 2.987 -3.482 3.739
70 C 3.310 -2.575 4.803
71 C 4.756 -2.634 5.346
72 C 3.363 -4.888 3.982
73 C 2.660 -5.568 5.183
74 H 2.495 -1.549 0.985
75 H 2.732 -0.816 2.524
76 H 1.438 -1.954 2.362
77 H 3.313 -3.665 1.596
78 H 4.369 -2.706 2.359
79 H 3.110 -1.523 4.601
80 H 2.709 -2.728 5.699
81 H 4.831 -1.892 6.140
82 H 4.936 -3.604 5.810
83 H 5.421 -2.483 4.496
84 H 4.411 -4.975 4.269
85 H 3.254 -5.437 3.047
86 H 3.077 -5.118 6.084
87 H 2.781 -6.650 5.133
88 H 1.628 -5.219 5.164
89 C -0.490 2.622 8.141
90 C -0.739 1.201 7.682
91 N 0.473 0.586 7.167
92 C 1.523 0.475 8.170
93 C 2.884 0.446 7.516
94 C 0.181 -0.730 6.614
95 C 0.044 -0.544 5.080
96 H -1.424 3.183 8.137
97 H 0.190 3.102 7.438
98 H -0.087 2.745 9.147
99 H -1.075 0.641 8.554
100 H -1.368 1.205 6.792
101 H 1.583 1.288 8.894
102 H 1.384 -0.379 8.833
103 H 2.760 -0.156 6.616
104 H 3.137 1.495 7.364
105 H 3.586 0.003 8.223
106 H -0.770 -1.136 6.959
107 H 0.964 -1.460 6.822
108 H -0.269 -1.536 4.755
109 H 1.041 -0.350 4.685
110 H -0.689 0.226 4.839
111 C 0.745 0.204 -8.838
112 C 0.468 0.456 -7.358
113 N 1.614 0.607 -6.416
114 C 1.215 0.739 -5.024
115 C 2.277 1.384 -4.101
116 C 2.562 -0.538 -6.458
117 C 3.627 -0.290 -7.435
118 H 1.094 1.184 -9.162
119 H -0.189 0.087 -9.387
120 H 1.427 -0.588 -9.150
121 H -0.194 1.316 -7.253
122 H -0.179 -0.363 -7.043
123 H 0.770 -0.182 -4.646
124 H 0.412 1.472 -5.104
125 H 3.200 0.831 -3.928
126 H 1.807 1.587 -3.139
127 H 2.655 2.334 -4.479
128 H 2.963 -0.824 -5.486
129 H 2.039 -1.457 -6.720
130 H 4.281 0.567 -7.274
131 H 4.324 -1.126 -7.388
132 H 3.357 -0.228 -8.490
133 C -4.024 -2.447 -3.872
134 C -3.496 -1.012 -3.560
135 N -4.556 -0.072 -4.025
136 C -5.917 -0.199 -3.494
137 C -5.955 -0.216 -1.977
138 C -4.030 1.344 -3.882
139 C -2.861 1.504 -4.860
140 H -3.172 -3.102 -3.691
141 H -4.247 -2.416 -4.938
142 H -4.911 -2.710 -3.295
143 H -3.178 -0.819 -2.535
144 H -2.639 -0.762 -4.186
145 H -6.596 0.558 -3.885
146 H -6.274 -1.153 -3.882
147 H -5.668 0.724 -1.505
148 H -6.977 -0.303 -1.607
149 H -5.353 -0.970 -1.472
150 H -3.832 1.514 -2.824
151 H -4.782 2.083 -4.160
152 H -3.068 1.027 -5.818
153 H -1.940 1.091 -4.448
154 H -2.730 2.585 -4.920

Values from the calculation:
Orbital gap   0.3058 Eh
Molecular weight   1002.43 u
2S+1   1
SMILES   O=S1(=O)OCCO1.O=S1(=O)OCCO1.O=S1(=O)OCCO1.O=S1(=O)OCCO1.CCN(CC)CC.CCN(CC)CC.CCN(CC)CC.CCN(CC)CC.CCN(CC)CC
Highest occupied orbital energy   -8.084 eV

Atom charges from the Löwdin analysis, given in e for atoms 1 to 6:
1. O -0.2355
2. S 0.7321
3. O -0.2628
4. O -0.2285
5. C -0.1575
6. C -0.1545

=====

Entry 3:
One molecule with the formula C4H8N4, computed with wB97M-V/def2-TZVPD.

Positions of all 16 atoms, in Å:
1 H -0.184 0.218 -0.975
2 N 0.887 0.469 -1.103
3 C 1.397 -0.559 -0.277
4 N 2.862 -0.979 -0.369
5 C 0.796 -1.133 0.863
6 C -0.369 -0.722 1.205
7 C -1.412 0.303 0.814
8 N -1.654 0.576 -0.446
9 N -2.367 1.661 -0.590
10 H 3.430 -0.612 0.456
11 H 3.307 -0.538 -1.361
12 H 1.241 -2.013 1.415
13 H -0.655 -0.961 2.166
14 H -1.945 0.706 1.615
15 H -2.652 2.030 -1.482
16 H -3.116 1.746 0.084

Values from the calculation:
Orbital gap   0.3128 Eh
Molecular weight   112.14 u
2S+1   1
SMILES   [H]\N=C(N)/C=C\C=N\N
Highest occupied orbital energy   -8.544 eV

Atom charges from the Löwdin analysis, given in e for atoms 1 to 6:
1. H -0.0015
2. N 0.0829
3. C -0.4159
4. N -0.0099
5. C -0.1230
6. C -0.0878

=====

Entry 4:
C3H5O3 as an isolated structure, computed with wB97M-V/def2-TZVPD.

Positions of all 11 atoms, in Å:
1 C -2.537 0.731 -0.332
2 C -1.307 0.165 -0.287
3 O -0.356 0.430 0.544
4 H -3.057 0.870 -1.273
5 H -2.883 1.347 0.484
6 H -1.054 -0.555 -1.085
7 H 0.812 0.130 0.685
8 O 1.991 0.142 0.887
9 C 2.611 -0.849 0.300
10 O 2.267 -2.005 0.261
11 H 3.513 -0.406 -0.184

Values from the calculation:
Orbital gap   0.2913 Eh
Molecular weight   89.07 u
Net charge   -1
2S+1   1
Highest occupied orbital energy   -3.659 eV

Atom charges from the Löwdin analysis, given in e for atoms 1 to 6:
1. C -0.0897
2. C -0.4207
3. O -0.1090
4. H -0.0006
5. H 0.0080
6. H 0.0931

=====

Entry 5:
A 2-piece molecular cluster, C2H5IO overall, computed with wB97M-V/def2-TZVPD.

Positions of all 9 atoms, in Å:
1 C -0.360 1.472 -0.055
2 C 0.558 0.803 0.636
3 I 2.154 -0.322 -0.178
4 H -0.270 1.798 -1.113
5 H -1.202 1.938 0.485
6 H 0.413 0.686 1.759
7 O -0.624 -1.790 -0.487
8 H -0.382 -2.317 0.259
9 H -0.288 -2.269 -1.306

Values from the calculation:
Orbital gap   0.3472 Eh
Molecular weight   171.97 u
2S+1   1
SMILES   C=CI.O
Highest occupied orbital energy   -8.930 eV

Atom charges from the Löwdin analysis, given in e for atoms 1 to 6:
1. C -0.1428
2. C -0.7109
3. I 0.7702
4. H 0.0642
5. H 0.0599
6. H 0.0533

=====

Entry 6:
C6H10BrCl3FNO4S as an isolated structure, computed with wB97M-V/def2-TZVPD.

Positions of all 27 atoms, in Å:
1 O 0.840 -2.867 0.481
2 C 1.557 -2.279 1.241
3 O 2.178 -1.115 0.978
4 C 1.441 -0.152 0.211
5 C 0.721 0.854 1.105
6 C -0.578 1.337 0.461
7 C -1.730 0.338 0.609
8 N -3.006 1.077 0.804
9 Br -3.097 1.752 2.550
10 S -4.468 0.322 0.417
11 O -5.088 -0.275 1.540
12 O -5.178 1.173 -0.457
13 F -3.910 -0.847 -0.459
14 H 1.792 -2.645 2.249
15 H 0.746 -0.652 -0.466
16 H 2.167 0.352 -0.422
17 H 1.360 1.717 1.289
18 H 0.502 0.400 2.075
19 H -0.423 1.561 -0.597
20 H -0.870 2.282 0.921
21 H -1.833 -0.252 -0.293
22 H -1.557 -0.333 1.454
23 C 3.702 -0.376 -3.245
24 Cl 5.282 0.045 -2.591
25 Cl 3.049 -1.811 -2.460
26 Cl 2.580 0.983 -3.094
27 H 3.819 -0.590 -4.299

Values from the calculation:
Orbital gap   0.3664 Eh
Molecular weight   397.48 u
2S+1   1
Highest occupied orbital energy   -10.328 eV

Atom charges from the Löwdin analysis, given in e for atoms 1 to 6:
1. O 0.0774
2. C -0.3458
3. O -0.0426
4. C -0.2074
5. C -0.1554
6. C -0.2046

=====

no.,maximum force (eV/A)
1,1.15
2,4.42
3,7.21
4,1.96
5,2.52
6,0.70